Formula: C12H27I2InO8SSi
Source: the Open Molecules 2025 dataset
Level of theory: the ωB97M-V functional and the def2-TZVPD basis

calculated total energy	-2548.799281	Ha
LUMO energy	-0.1004	Ha
E_HOMO	-10.047	eV
charge	0
relative energy (zero: lowest compared OMol25 entry of this formula, charge and spin)	0.0	kJ/mol
frontier orbital gap	7.32	eV

Positions of all 52 atoms, in Å:
In 10.728601 6.358119 10.273790
O 10.800525 8.001365 13.274292
S 11.596905 6.972865 12.638873
O 12.745347 6.465909 13.297726
O 10.565978 5.806543 12.217247
O 11.994949 7.511609 11.230010
I 13.272348 4.823261 8.874546
I 12.214745 4.579657 6.393249
C 7.012652 9.484734 9.836528
C 8.411259 9.268122 10.360838
C 9.428927 10.153845 9.658928
C 8.424802 9.473387 11.851372
O 8.797356 7.873509 10.076846
Si 8.080530 6.750738 9.029429
O 9.380149 5.753984 8.938309
O 7.700597 7.415967 7.618399
C 6.633966 7.222038 6.666132
C 6.633287 5.755071 6.238758
C 6.953023 8.146910 5.517787
C 5.303917 7.639551 7.256757
O 6.774789 6.015869 9.677209
C 6.309986 5.466088 10.925172
C 5.013551 4.738557 10.611496
C 6.072374 6.599873 11.909565
C 7.370207 4.491502 11.453064
H 6.709926 10.505065 10.140170
H 6.282743 8.815395 10.299463
H 6.928504 9.456476 8.709176
H 9.182168 11.191893 9.733910
H 9.506437 9.890890 8.612763
H 10.424418 10.053318 10.074461
H 8.346977 10.543486 12.092647
H 9.354083 9.153367 12.318248
H 7.630519 8.933645 12.339837
H 7.640991 5.425857 5.931797
H 5.891112 5.572926 5.457794
H 6.301329 5.151725 7.092972
H 7.819848 7.842525 4.945019
H 7.083879 9.161182 5.869643
H 6.115849 8.186669 4.820768
H 5.019319 7.025489 8.113450
H 4.574601 7.494473 6.426824
H 5.291325 8.666812 7.542840
H 4.293881 5.439996 10.233556
H 4.648470 4.218407 11.484442
H 5.254133 3.968146 9.878690
H 5.400961 7.401136 11.522531
H 6.986594 7.032148 12.224492
H 5.608479 6.250709 12.845731
H 7.626506 3.734200 10.709013
H 7.037935 3.998706 12.359558
H 8.247738 5.046632 11.756739

Force components x, y, z for each atom (eV/Å):
-2.1 -0.7 -2.2
0.9 -0.7 0.1
-2.1 0.5 1.4
0.3 -0.4 0.2
1.5 0.8 0.5
1.0 0.4 -0.2
-0.5 0.1 -0.4
0.2 0.1 0.6
-0.7 1.2 -1.0
0.1 -0.4 -0.3
0.2 -0.5 -0.1
0.6 0.5 0.5
0.0 -0.1 -0.2
0.2 -0.4 1.1
0.4 -0.1 0.0
0.0 0.1 0.0
0.5 -0.1 0.1
-0.2 -0.1 0.4
-0.3 0.1 -0.6
-0.7 -1.1 -0.8
0.0 0.4 -0.5
0.3 -0.2 0.2
1.0 -0.4 -0.2
-1.3 0.1 0.3
-0.3 0.3 0.0
0.1 -0.4 -0.1
0.2 -0.1 -0.2
0.2 -0.1 1.3
-0.4 0.7 0.1
-0.2 -0.1 -0.4
0.2 -0.2 0.3
-0.3 -0.2 -0.2
0.1 -0.1 -0.2
-0.4 0.0 0.1
-0.5 0.2 0.0
0.2 0.1 -0.2
0.2 0.0 -0.1
0.3 -0.1 0.1
0.2 0.2 0.2
-0.1 -0.1 0.0
0.0 0.0 -0.1
0.1 0.1 0.8
0.0 0.8 0.1
-0.5 0.2 -0.2
-0.2 0.1 0.4
-0.3 0.1 -0.2
0.5 -0.7 0.0
1.0 0.5 0.1
0.0 -0.2 -0.4
0.0 0.1 0.0
-0.3 -0.2 0.1
0.4 0.1 -0.1